Molecular formula: C7H21N7O14
Method: DFT, ωB97M-V/def2-TZVPD

Values from the calculation:
spin multiplicity: 1
largest force on an atom: 0.071 hartree/bohr
E_LUMO: -0.39 eV
orbital gap: 10.57 eV
energy above the lowest of the compared OMol25 structures with the same formula, charge and spin: 238.9 kJ/mol
molar mass: 427.28 g/mol
HOMO: -10.955 eV
DFT total energy: -46673.436 eV

XYZ file:
```
49
Properties=species:S:1:pos:R:3:nbo_charge:R:1
C -2.927 2.152 4.828 -0.4780
N -1.859 1.194 4.478 0.5228
O -2.065 0.122 3.949 -0.3603
O -0.732 1.565 4.834 -0.4007
H -2.543 2.999 5.398 0.2429
H -3.577 1.516 5.430 0.2381
H -3.294 2.413 3.835 0.2353
C 5.777 -2.044 5.091 -0.4849
N 7.029 -1.807 4.329 0.5075
O 6.954 -1.949 3.077 -0.3735
O 7.944 -1.254 4.979 -0.3559
H 5.342 -3.023 4.892 0.2351
H 5.083 -1.281 4.737 0.2371
H 5.907 -1.829 6.151 0.2347
C -2.218 -4.853 0.205 -0.4848
N -3.099 -6.007 0.407 0.5176
O -2.850 -7.060 -0.274 -0.3967
O -3.876 -5.882 1.320 -0.3433
H -2.774 -4.036 0.665 0.2283
H -2.219 -4.702 -0.874 0.2357
H -1.213 -4.968 0.611 0.2430
C -5.701 -1.140 -3.283 -0.4909
N -5.244 -2.116 -4.343 0.5370
O -4.883 -1.682 -5.394 -0.3540
O -5.209 -3.299 -4.020 -0.3895
H -5.167 -1.359 -2.359 0.2341
H -6.763 -1.369 -3.192 0.2346
H -5.511 -0.092 -3.514 0.2288
C 1.645 0.676 -0.212 -0.4853
N 0.713 0.107 -1.283 0.5240
O 1.261 -0.506 -2.184 -0.3606
O -0.490 0.057 -1.023 -0.3842
H 0.983 1.200 0.477 0.2260
H 2.205 1.519 -0.618 0.2331
H 2.197 -0.173 0.191 0.2470
C 2.892 5.649 3.121 -0.4824
N 4.294 5.252 2.952 0.5263
O 4.630 4.228 3.486 -0.3678
O 5.043 5.990 2.299 -0.3882
H 2.734 5.863 4.178 0.2415
H 2.429 4.761 2.692 0.2353
H 2.855 6.546 2.502 0.2352
C -0.832 1.525 -7.895 -0.4885
N -0.149 0.830 -8.954 0.5104
O -0.062 1.438 -10.030 -0.3832
O 0.281 -0.315 -8.800 -0.3564
H -1.854 1.647 -8.253 0.2445
H -0.293 2.451 -7.695 0.2381
H -0.791 1.047 -6.916 0.2352
```